{"formula": "C5H7N2O3S", "method": "ωB97M-V/def2-TZVPD", "total_charge": 1, "de_lowest_kcal_mol": 0.0, "e_tot_ha": -927.81790, "fmax_ev_per_a": 4.264, "species": ["C", "C", "C", "C", "C", "N", "N", "O", "O", "O", "S", "H", "H", "H", "H", "H", "H", "H"], "positions_angstrom": [[3.05, 0.24, -0.35], [1.91, 0.97, -0.07], [1.26, 0.11, 0.91], [2.07, -0.94, 1.22], [-1.77, 0.65, 0.21], [-1.18, 0.79, -0.97], [-3.11, 0.69, 0.34], [3.20, -0.84, 0.44], [1.41, 2.09, -0.69], [1.87, -2.02, 2.04], [-0.83, 0.44, 1.63], [3.81, 0.69, -0.94], [-1.84, 1.12, -1.76], [-0.18, 0.97, -1.22], [-3.53, 1.07, -0.44], [-3.58, 0.51, 1.23], [1.03, 2.69, 0.04], [2.67, -2.46, 2.01]], "nbo_charge": [0.04, 0.14, -0.15, 0.53, 0.33, -0.75, -0.74, -0.38, -0.67, -0.61, 0.27, 0.23, 0.41, 0.47, 0.41, 0.45, 0.51, 0.50]}